DFT (the ωB97M-V functional and the def2-TZVPD basis) results for a 2-piece molecular cluster, C4H11N2S overall in a non-equilibrium geometry.

The geometry in XYZ format:
```
18
Properties=species:S:1:pos:R:3:forces:R:3
S -2.3847 0.9247 0.1278 0.548 0.738 -1.180
N -0.5353 -2.4325 -0.2990 0.032 -0.194 -0.432
N 0.5939 1.7674 0.0977 -4.067 -1.636 -0.115
C 1.0546 0.3159 -0.1461 -3.781 0.852 -2.649
C -2.0007 -0.6142 -0.7196 0.311 -0.958 1.946
C 2.0610 -0.0992 0.7432 2.101 -3.439 0.161
C -0.6685 -1.2396 -0.4097 0.757 2.327 0.694
H -0.3241 1.7719 0.7129 1.617 -0.224 -1.643
H 3.0329 -0.3458 0.1860 -1.175 0.527 1.025
H 1.1648 2.4028 0.5449 2.543 1.282 1.436
H 0.3768 2.2242 -0.7890 -0.379 -0.189 0.028
H 0.2967 -2.9691 -0.3441 1.052 -0.429 0.459
H -3.1281 0.4031 1.0357 -0.886 -0.592 1.259
H 1.3085 0.2947 -1.1774 0.249 0.002 -0.796
H -2.0156 -0.5057 -1.7613 -0.376 0.372 -1.556
H -2.6848 -1.4255 -0.3988 -0.052 0.726 -0.488
H 2.2111 0.6114 1.5146 0.392 0.173 1.135
H 1.6416 -1.0845 1.0821 1.112 0.665 0.716
```
Forces are in eV/Å.

Values from the calculation:
Total energy in eV: -18131.375
Charge: +1

=====

DFT (the ωB97M-V functional and the def2-TZVPD basis) results for one molecule with the formula C20H28N2O2 in a non-equilibrium geometry.

The geometry in XYZ format:
```
52
Properties=species:S:1:pos:R:3:forces:R:3
O -3.7090 2.6722 0.4961 -0.233 -0.107 0.101
O -4.4477 -0.7696 -0.1857 0.141 -0.280 -0.111
N -2.3443 1.2926 -0.6378 0.134 0.104 -0.087
N 0.4073 0.5757 -0.4910 0.016 -0.064 -0.034
C -5.7916 0.7714 0.6954 0.839 0.037 -0.324
C -0.0907 1.7971 0.1198 -0.136 0.165 -0.242
C 1.7864 0.2014 -0.1320 -0.010 0.050 -0.037
C 3.8395 -1.5423 1.0918 -0.027 0.044 -0.022
C -6.4806 -0.4580 0.6612 0.345 -0.459 -0.238
C -4.5473 0.5405 0.1638 -1.125 0.505 0.602
C -3.4947 1.5614 0.0241 0.239 0.203 -0.141
C 4.1913 0.8693 -0.5130 0.188 0.211 -0.100
C 2.0544 0.1892 1.3829 0.049 -0.020 -0.122
C -1.8664 0.0410 -1.1648 0.089 -0.607 0.066
C -5.6188 -1.3668 0.1176 -0.741 0.022 0.290
C -0.6314 -0.4305 -0.3839 -0.158 -0.028 -0.267
C 3.5178 -0.1604 1.6557 0.086 -0.012 0.322
C 2.7319 1.2131 -0.8027 0.104 -0.118 0.094
C 4.4250 0.8775 0.9970 -0.027 -0.031 -0.024
C 2.1325 -1.1884 -0.6861 0.065 0.069 0.084
C 3.5976 -1.5336 -0.4161 0.068 -0.248 -0.085
C -5.7632 -2.8175 -0.1714 0.302 0.231 -0.068
C 4.5143 -0.5102 -1.0773 -0.059 0.022 0.043
C -1.3034 2.2975 -0.6658 0.127 0.395 0.352
H -2.6387 -0.7210 -1.1293 0.151 0.117 -0.070
H 3.6891 -0.1591 2.7386 -0.013 0.002 -0.074
H -5.0027 -3.3887 0.3601 -0.001 -0.092 0.028
H -1.0159 2.4820 -1.7056 0.019 0.010 0.041
H 2.5448 1.2058 -1.8778 -0.068 0.010 -0.058
H 4.3627 -0.5157 -2.1589 0.032 -0.007 -0.070
H -7.4801 -0.6463 0.9956 -0.205 -0.126 0.048
H 1.5213 -1.9517 -0.2021 -0.083 -0.026 -0.033
H 4.2107 1.8696 1.4011 0.027 0.062 0.038
H 0.6752 2.5697 0.1030 -0.002 0.003 0.053
H -1.5706 0.2040 -2.2081 -0.006 -0.073 0.059
H -0.3036 -1.3659 -0.8312 -0.003 -0.008 0.038
H -0.4045 1.6353 1.1661 0.057 0.058 -0.037
H -6.7463 -3.1565 0.1400 -0.044 -0.017 0.014
H -6.1460 1.7139 1.0568 0.019 0.229 0.058
H 5.4706 0.6470 1.2134 0.061 0.026 0.036
H 2.5351 2.2212 -0.4381 -0.043 0.065 -0.004
H 1.9321 -1.2095 -1.7591 -0.094 -0.020 -0.085
H 1.8358 1.1694 1.8103 -0.064 0.046 0.035
H 4.8805 -1.7972 1.3022 0.044 -0.048 0.032
H 4.8358 1.6194 -0.9857 -0.048 -0.042 0.027
H 3.8051 -2.5294 -0.8251 -0.033 0.068 0.026
H -1.7012 3.2108 -0.2218 0.081 -0.107 -0.111
H 3.2078 -2.2964 1.5674 -0.004 -0.060 0.038
H 1.4011 -0.5431 1.8645 -0.083 -0.004 0.050
H -0.9251 -0.6200 0.6650 -0.006 -0.060 -0.048
H 5.5589 -0.7626 -0.8824 0.064 -0.020 -0.031
H -5.6410 -3.0075 -1.2373 -0.031 -0.073 -0.052
```
Forces are in eV/Å.

Values from the calculation:
Total energy in eV: -28270.540
SMILES: Cc1ccc(C(=O)N2CCN([C@]34C[C@H]5C[C@H](C[C@H](C5)C3)C4)CC2)o1

=====

DFT (the ωB97M-V functional and the def2-TZVPD basis) results for C4H5AgO3 as an isolated structure in a non-equilibrium geometry.

The geometry in XYZ format:
```
13
Properties=species:S:1:pos:R:3:forces:R:3
Ag 0.9485 0.9033 -0.1200 0.958 0.729 -0.352
O 2.2354 -0.7323 0.4519 0.795 -0.724 0.233
O -1.1129 0.4549 0.8227 0.909 2.903 -0.777
O -1.5671 0.9367 -1.3403 0.716 2.217 1.674
C -2.4797 -0.0147 2.6869 -0.049 0.098 0.072
C 3.0119 -1.4988 0.7646 -0.019 -0.024 0.003
C -2.2022 -0.3732 1.2418 -1.389 -0.949 0.450
C -1.1035 1.3382 -0.2969 -2.432 -4.563 -1.032
H -2.9877 0.9575 2.7441 0.078 -0.311 0.058
H -1.8916 -1.4190 1.1321 0.194 0.275 -0.041
H -1.5377 0.0628 3.2474 -0.303 -0.175 -0.099
H -3.1124 -0.7909 3.1389 0.151 0.288 -0.064
H -3.0993 -0.2463 0.6244 0.390 0.237 -0.126
```
Forces are in eV/Å.

Values from the calculation:
Total energy in eV: -14359.575
⟨S²⟩: 0.75
Charge: +1
2S+1: 2

=====

DFT (the ωB97M-V functional and the def2-TZVPD basis) results for an isolated ion of composition C10H21N4O and charge +1 in a non-equilibrium geometry.

The geometry in XYZ format:
```
36
Properties=species:S:1:pos:R:3:forces:R:3
O -1.2329 -3.6882 -0.3729 -0.897 -1.016 -0.772
N -0.5288 -0.4214 1.9128 1.300 2.613 -0.118
N -0.6600 0.7994 2.4564 -0.217 -0.504 -0.314
N 0.3416 -1.7820 0.2118 0.199 -0.709 -0.708
N 0.8457 3.1217 -0.0525 -0.756 1.801 -0.087
C -1.1533 -2.8007 -1.4841 1.444 1.302 4.019
C 2.3427 3.4051 -0.0323 -0.690 2.934 1.303
C -0.2748 1.8920 1.7666 1.605 -2.196 -1.346
C 0.4340 2.6771 -1.4518 0.727 1.198 -1.369
C 0.2254 -2.1134 -1.2490 -0.024 -2.460 -0.522
C -0.1663 -0.7380 0.6969 -0.932 3.599 -2.429
C -2.3825 -4.5247 -0.4496 0.851 -2.312 -0.765
C 0.0458 4.3811 0.3888 1.623 -0.452 -1.759
C 0.9098 -2.7933 1.0249 2.112 -3.408 0.674
C 0.6998 1.9067 0.7611 -1.066 -2.082 0.912
H -2.3846 -5.1082 0.4842 -0.179 0.239 -0.393
H -0.6082 2.5092 -1.3465 -0.934 -0.642 -0.091
H 0.2386 -1.2330 -1.8395 0.473 0.938 -0.302
H -0.5677 2.7771 2.2250 -0.874 1.380 0.936
H 0.4941 3.5186 -2.3171 0.566 -1.825 2.355
H 0.8220 -2.6860 2.1670 -0.003 0.110 -1.984
H 0.9905 1.7178 -1.6514 -0.614 1.248 -0.061
H 1.9869 -2.9166 0.7214 -0.657 0.491 0.741
H 0.0186 4.4617 1.4361 0.340 0.033 1.261
H 2.6324 2.4229 -0.2324 1.804 -1.165 0.097
H 2.6562 4.1594 -0.7898 -0.592 -0.729 0.164
H -3.2382 -3.9083 -0.5165 -1.220 0.529 -0.046
H -0.7372 -1.1429 2.5266 -0.951 -1.443 1.750
H -1.2500 -3.3764 -2.3285 -0.114 -0.718 -2.529
H -0.9568 4.4050 0.0239 -0.580 -0.406 -0.460
H -2.4278 -5.3299 -1.3476 0.523 1.985 1.743
H -1.8784 -2.0187 -1.3164 -0.781 0.174 -0.553
H 2.6321 3.9132 0.9863 -0.531 -1.689 -1.745
H 0.5030 -3.7852 0.6527 0.186 1.238 1.096
H 1.0061 -2.8948 -1.6149 -0.842 1.715 1.146
H 0.6223 5.1940 -0.0498 -0.301 0.227 0.157
```
Forces are in eV/Å.

Values from the calculation:
Total energy in eV: -18703.654
Charge: +1

=====

- Which value of total energy does entry 4 give?
  -18703.654 eV

=====

- total energy of number 1 (C4H11N2S)?
  -18131.375 eV

=====

- Which formula does entry 2 have?
  C20H28N2O2

=====

- total energy of number 3 (C4H5AgO3)?
  -14359.575 eV